--- one ---
Computed, not measured: a cluster of 6 separate species, H12O6 in total, with ωB97M-V/def2-TZVPD.

Structure (XYZ):
```
18
H12O6, DFT ωB97M-V/def2-TZVPD
O -0.07 -2.03 -0.43
H -0.75 -1.90 -1.10
H -0.62 -1.96 0.36
O -1.28 0.63 -2.15
H -0.73 0.30 -1.41
H -1.31 1.57 -1.98
O -3.06 -1.10 -0.90
H -2.69 -0.54 -1.60
H -3.68 -1.64 -1.41
O 0.80 1.09 -0.32
H 1.48 1.75 -0.41
H 1.26 0.27 -0.09
O 3.32 1.28 1.24
H 3.78 1.75 1.94
H 2.98 0.46 1.60
O 0.34 0.07 2.53
H 0.24 0.93 2.11
H -0.39 -0.54 2.39
```

Summary:
HOMO-LUMO gap ... 11.8231 eV
Highest occupied orbital energy ... -11.32 eV
E_LUMO ... 0.50 eV
Molecular weight ... 108.09 g mol⁻¹
SMILES string ... O.O.O.O.O.O
2S+1 ... 1

--- two ---
Computed, not measured: a cluster of 6 separate species, H12O6 in total, with ωB97M-V/def2-TZVPD.

Structure (XYZ):
```
18
H12O6, DFT ωB97M-V/def2-TZVPD
O 0.15 2.54 -0.51
H -0.72 2.83 -0.77
H 0.22 1.70 -1.01
O -0.30 -0.62 -1.01
H 0.45 -1.11 -0.65
H -0.49 0.05 -0.33
O 2.77 1.30 0.23
H 2.23 1.75 -0.42
H 3.11 2.02 0.75
O 1.96 -1.65 -0.21
H 2.36 -2.53 0.02
H 2.32 -0.96 0.40
O -2.17 0.69 0.90
H -2.55 -0.24 1.00
H -2.36 1.19 1.70
O -2.59 -2.08 0.14
H -2.53 -3.03 0.14
H -1.85 -1.83 -0.39
```

Summary:
HOMO-LUMO gap ... 11.6287 eV
Highest occupied orbital energy ... -11.04 eV
E_LUMO ... 0.59 eV
Molecular weight ... 108.09 g mol⁻¹
SMILES string ... O.O.O.O.O.O
2S+1 ... 1

--- three ---
Computed, not measured: a cluster of 6 separate species, H12O6 in total, with ωB97M-V/def2-TZVPD.

Structure (XYZ):
```
18
H12O6, DFT ωB97M-V/def2-TZVPD
O 1.01 -1.33 -1.11
H 1.09 -1.00 -1.98
H 1.79 -1.81 -1.05
O -0.48 -0.14 0.71
H 0.16 0.11 1.36
H -0.05 -0.74 0.13
O -0.18 3.07 0.48
H -0.61 3.01 1.36
H -0.94 2.84 -0.03
O -0.91 -3.63 -1.30
H -1.05 -3.88 -0.42
H -0.45 -2.81 -1.25
O -2.12 1.60 -0.67
H -1.51 0.99 -0.16
H -1.89 1.44 -1.59
O 2.03 0.43 1.94
H 2.32 0.67 1.09
H 1.79 1.18 2.49
```

Summary:
HOMO-LUMO gap ... 10.7307 eV
Highest occupied orbital energy ... -10.77 eV
E_LUMO ... -0.04 eV
Molecular weight ... 108.09 g mol⁻¹
SMILES string ... O.O.O.O.O.O
2S+1 ... 1

Which is the most stable structure? two is the most stable.